1.
Below is a molecular structure, C7H9Cl3F2NO8Pd in a non-equilibrium geometry, with properties calculated with the ωB97M-V functional and the def2-TZVPD basis.

Output
* energy above the lowest of the compared OMol25 structures with the same formula, charge and spin: 220.4 kJ/mol
* HOMO (spin up / spin down): -4.80 / -4.80 eV
* total energy: -2636.9593 Ha
* ⟨S²⟩: 2.01
* spin multiplicity: 3
* net charge: -1
* Kohn-Sham gap (spin up / spin down): 0.2485 / 0.2487 hartree

Geometry as XYZ:
```
31
Properties=species:S:1:pos:R:3:nbo_charge:R:1
Pd -15.804 -16.287 23.517 1.196
Cl -14.106 -14.443 23.226 -0.736
Cl -16.187 -16.915 25.877 -0.717
Cl -14.567 -18.374 22.111 -0.785
C -17.458 -12.324 24.534 -0.497
N -18.074 -13.696 24.455 0.549
O -17.390 -14.626 23.940 -0.388
O -19.232 -13.656 24.795 -0.358
H -16.932 -12.314 25.489 0.240
H -18.148 -11.480 24.509 0.216
H -16.702 -12.143 23.770 0.248
C -20.859 -19.176 22.749 -0.120
C -20.876 -18.116 21.654 0.446
O -19.477 -17.812 21.559 -0.489
C -18.824 -18.098 22.661 1.000
O -17.703 -17.654 23.038 -0.556
O -19.734 -18.777 23.487 -0.483
F -21.531 -17.071 22.132 -0.330
H -20.752 -20.106 22.190 0.172
H -21.780 -19.301 23.318 0.213
H -21.400 -18.448 20.758 0.162
C -19.324 -14.794 19.260 -0.127
C -18.193 -13.981 18.728 0.438
O -17.065 -14.523 19.505 -0.477
C -17.503 -15.107 20.593 0.986
O -16.757 -15.503 21.445 -0.556
O -18.845 -15.150 20.565 -0.482
F -18.493 -12.726 19.052 -0.333
H -19.312 -15.704 18.659 0.180
H -20.307 -14.347 19.113 0.219
H -18.062 -14.046 17.648 0.168
```

2.
Below is 2 unconnected molecules or ions with the total composition C4H7F2N in a non-equilibrium geometry, with properties calculated with the ωB97M-V functional and the def2-TZVPD basis.

Output
* SMILES: CN(C)C#CF.F
* energy above the lowest of the compared OMol25 structures with the same formula, charge and spin: 255.5 kJ/mol
* HOMO: -8.85 eV
* total energy: -410.9769 Ha
* net charge: 0
* Kohn-Sham gap: 0.3417 hartree

Geometry as XYZ:
```
14
Properties=species:S:1:pos:R:3:nbo_charge:R:1
C 0.970 0.766 -0.892 -0.398
N 0.607 -0.458 -0.209 -0.412
C 1.496 -0.876 0.851 -0.397
C -0.658 -0.823 -0.196 0.104
C -1.864 -0.746 -0.009 0.175
F -3.049 -1.260 -0.255 -0.286
H 0.217 1.002 -1.641 0.225
H 1.043 1.604 -0.193 0.196
H 1.935 0.635 -1.387 0.200
H 1.265 -1.899 1.140 0.219
H 2.520 -0.833 0.479 0.203
H 1.418 -0.232 1.735 0.193
F -3.112 2.006 0.292 -0.578
H -2.789 1.113 0.285 0.557
```

3.
Below is a molecular structure, H4O18S4Zn in a non-equilibrium geometry, with properties calculated with the ωB97M-V functional and the def2-TZVPD basis.

Output
* energy above the lowest of the compared OMol25 structures with the same formula, charge and spin: 69.2 kJ/mol
* HOMO: 7.33 eV
* total energy: -4727.7928 Ha
* net charge: -6
* Kohn-Sham gap: 0.0828 hartree

Geometry as XYZ:
```
27
Properties=species:S:1:pos:R:3:nbo_charge:R:1
Zn -0.045 0.070 -0.527 0.632
S 3.593 -2.727 1.063 2.550
O 3.328 -2.614 2.544 -0.981
O 5.065 -2.487 0.840 -1.079
O 3.200 -4.013 0.489 -1.055
O 2.862 -1.630 0.488 -0.935
S 1.074 4.811 0.899 2.601
O -0.264 5.252 1.388 -1.102
O 2.118 4.970 1.886 -1.068
O 1.088 3.517 0.304 -1.035
O 1.619 5.774 -0.045 -1.113
S -1.560 -4.174 -2.936 2.612
O -1.317 -3.021 -2.075 -1.082
O -0.884 -5.326 -2.401 -1.125
O -2.982 -4.436 -3.037 -1.164
O -1.023 -3.971 -4.301 -1.168
S -1.428 0.487 4.466 2.586
O -1.314 0.088 3.077 -0.929
O -1.319 1.913 4.749 -1.029
O -2.683 0.042 5.011 -1.140
O -0.299 -0.169 5.144 -0.972
O -3.222 1.450 -1.274 -0.905
H -3.691 1.572 -2.099 0.442
H -3.849 1.711 -0.600 0.462
O 0.598 0.824 -3.991 -0.907
H 0.309 0.443 -4.820 0.456
H 1.026 1.643 -4.241 0.449
```

4.
Below is 2 unconnected molecules or ions with the total composition C15H25FN2O2PS in a non-equilibrium geometry, with properties calculated with the ωB97M-V functional and the def2-TZVPD basis.

Output
* HOMO: -12.82 eV
* total energy: -1685.6814 Ha
* net charge: +1
* Kohn-Sham gap: 0.3105 hartree

Geometry as XYZ:
```
47
Properties=species:S:1:pos:R:3:nbo_charge:R:1
C 1.818 -1.825 -2.895 -0.668
C 0.435 -1.558 -2.266 0.352
F 0.628 -0.792 -1.148 -0.339
N -0.512 -0.805 -3.141 -0.375
N -0.681 -1.444 -4.432 -0.392
C -1.273 -2.537 -4.400 0.170
S -1.808 -3.984 -4.368 0.317
C -1.815 -0.579 -2.453 0.158
C -2.603 0.523 -2.790 -0.259
C -3.803 0.774 -2.146 -0.174
C -4.263 -0.075 -1.140 -0.165
C -3.485 -1.180 -0.807 -0.180
C -2.277 -1.428 -1.449 -0.250
P 0.431 0.867 -3.577 1.586
O -0.213 1.418 -4.952 -0.953
O 0.061 1.888 -2.378 -0.982
H 1.774 -1.934 -3.976 0.249
H 2.190 -2.742 -2.438 0.243
H 2.476 -1.020 -2.575 0.254
H 0.036 -2.511 -1.928 0.199
H -2.292 1.231 -3.546 0.211
H -4.396 1.644 -2.397 0.239
H -5.188 0.114 -0.614 0.242
H -3.825 -1.858 -0.034 0.240
H -1.735 -2.307 -1.128 0.230
H -0.930 2.066 -4.848 0.513
H -0.346 1.471 -1.601 0.533
C 0.607 0.937 5.710 -0.611
C 0.295 0.411 4.312 -0.398
C 1.467 -0.327 3.665 -0.395
C 2.718 0.522 3.435 -0.399
C 2.504 1.767 2.576 -0.400
C 2.043 1.449 1.157 -0.612
H 1.409 1.675 5.693 0.203
H -0.271 1.418 6.143 0.213
H 0.905 0.123 6.374 0.206
H -0.033 1.237 3.674 0.188
H -0.551 -0.279 4.379 0.200
H 1.134 -0.753 2.713 0.187
H 1.740 -1.179 4.294 0.206
H 3.481 -0.107 2.965 0.200
H 3.136 0.827 4.398 0.209
H 3.447 2.316 2.521 0.209
H 1.787 2.441 3.052 0.198
H 2.764 0.806 0.648 0.199
H 1.940 2.367 0.574 0.208
H 1.073 0.945 1.154 0.188
```

5.
Below is a molecular structure, C12H13BrIN2O3PbS in a non-equilibrium geometry, with properties calculated with the ωB97M-V functional and the def2-TZVPD basis.

Output
* HOMO (spin up / spin down): -18.49 / -18.49 eV
* total energy: -4261.9104 Ha
* net charge: +3
* Kohn-Sham gap (spin up / spin down): 0.2119 / 0.1942 hartree

Geometry as XYZ:
```
34
Properties=species:S:1:pos:R:3:nbo_charge:R:1
Pb -0.988 0.083 -0.122 1.472
C 5.186 -0.222 2.996 -0.695
C 4.392 0.370 1.920 0.202
C 4.888 1.367 1.051 -0.164
C 4.075 1.859 0.074 -0.147
C 2.750 1.331 -0.031 0.208
Br 1.669 1.989 -1.374 0.304
N 2.229 0.394 0.770 -0.493
C 3.017 -0.068 1.714 0.173
H 6.186 0.194 3.063 0.277
H 5.248 -1.313 2.863 0.303
H 4.672 -0.100 3.960 0.302
H 5.902 1.731 1.162 0.284
H 4.408 2.626 -0.613 0.285
H 2.605 -0.820 2.379 0.235
C -5.020 2.677 1.388 -0.895
S -3.557 1.845 1.781 2.330
O -2.636 2.696 2.544 -0.611
O -3.815 0.635 2.583 -0.610
O -2.881 1.420 0.533 -1.021
H -5.486 2.944 2.337 0.307
H -5.649 1.993 0.820 0.291
H -4.751 3.567 0.820 0.295
I -2.138 -2.694 0.484 0.341
C -2.044 -2.509 -1.615 0.086
C -2.452 -3.532 -2.433 -0.250
C -2.371 -3.307 -3.806 -0.065
C -1.893 -2.093 -4.277 -0.212
C -1.506 -1.128 -3.368 0.070
N -1.578 -1.331 -2.040 -0.652
H -2.822 -4.466 -2.035 0.275
H -2.685 -4.080 -4.495 0.273
H -1.822 -1.892 -5.337 0.275
H -1.133 -0.166 -3.696 0.226
```